Entry 1:
DFT (ωB97M-V with the def2-TZVPD basis set) results for a 3-piece molecular cluster, C4H8BrFN3 overall.

The geometry in XYZ format:
```
17
Properties=species:S:1:pos:R:3:forces:R:3:mulliken_charge:R:1
C 0.892 -1.048 -1.838 1.25 -0.49 -1.84 -0.0020
C -0.429 -2.171 -0.490 0.99 0.34 0.45 -0.0128
C -2.047 1.672 1.137 1.44 1.44 -0.10 -0.5469
C -0.895 2.042 1.662 1.96 0.13 0.07 -0.4849
N 0.284 -2.242 -1.653 0.97 -0.37 -2.30 -0.1727
N -0.203 -0.997 -0.002 -0.88 1.38 1.68 -0.3799
N 0.565 -0.268 -0.868 -1.89 -3.87 0.77 0.3464
F 2.301 1.051 1.085 -0.94 -0.37 -0.56 -0.3784
Br 0.447 -3.593 -2.994 -0.26 0.70 1.08 0.1821
H 1.641 -0.753 -2.598 -0.89 -0.64 0.25 0.3954
H -0.881 -3.000 0.083 0.06 0.68 -0.82 0.3836
H -2.545 0.929 1.625 -1.50 -2.23 0.76 0.2947
H -2.491 2.161 0.308 -0.47 0.53 -0.46 0.2709
H 3.090 1.318 1.452 0.91 0.35 0.46 0.3752
H -0.333 2.935 1.269 -0.49 -1.07 0.48 0.2580
H -0.370 1.391 2.434 -0.91 1.25 -0.80 0.2130
H 0.973 0.572 -0.612 0.66 2.21 0.90 0.2582
```
Positions in Å, forces in eV/Å.

Calculated values
DFT total energy   -2995.00902 Ha
Net charge   +1
Highest occupied orbital energy   -0.4676 Eh
Energy above the lowest of the compared OMol25 structures with the same formula, charge and spin   0.0 kcal/mol
HOMO-LUMO gap   0.2785 hartree


Entry 2:
DFT (ωB97M-V with the def2-TZVPD basis set) results for C2H5N5O as an isolated structure.

The geometry in XYZ format:
```
13
Properties=species:S:1:pos:R:3:forces:R:3:mulliken_charge:R:1
C -0.330 -1.633 -0.053 -3.28 -0.75 -0.14 0.1592
C 1.508 -0.596 0.018 -0.52 -0.07 0.47 0.3778
H -2.439 0.706 -0.893 1.36 -1.16 2.46 0.2930
H -2.028 0.383 0.821 -1.28 1.93 2.47 0.2416
H -1.067 -2.439 0.184 0.55 0.85 -0.79 0.3571
H 1.848 1.714 -0.554 -2.42 -0.88 1.70 0.3060
H 0.459 2.376 0.821 2.33 -3.02 -4.29 0.2753
N -2.102 0.063 -0.080 2.16 -0.80 -3.39 -0.5801
N -0.710 -0.347 -0.240 -1.38 -0.25 -1.07 0.2236
N 0.909 -1.782 -0.014 2.04 -4.13 0.37 -0.5488
N 0.465 0.292 0.298 1.32 4.05 -0.83 0.1571
N 0.830 1.586 -0.164 -2.03 3.49 3.13 -0.6945
O 2.657 -0.323 -0.144 1.15 0.72 -0.09 -0.5671
```
Positions in Å, forces in eV/Å.

Calculated values
DFT total energy   -428.06445 Ha
Highest occupied orbital energy   -0.3360 Eh
Energy above the lowest of the compared OMol25 structures with the same formula, charge and spin   99.6 kcal/mol
HOMO-LUMO gap   0.3505 hartree


Entry 3:
DFT (ωB97M-V with the def2-TZVPD basis set) results for C17H30Br2Fe2O11 as an isolated structure.

The geometry in XYZ format:
```
62
Properties=species:S:1:pos:R:3:forces:R:3:lowdin_spin:R:1
Fe 6.031 8.514 -13.813 1.06 -1.36 -0.23 3.7356
Fe 5.938 5.416 -14.716 0.26 0.55 -0.58 3.7465
C 5.348 6.317 -12.317 6.82 2.33 -6.60 0.0229
O 6.049 7.403 -11.897 -1.36 -2.01 2.68 0.0487
O 5.879 5.113 -12.536 -1.48 0.79 3.09 0.0487
O 4.831 6.733 -13.462 -3.39 0.15 -0.84 0.0718
C 6.795 7.601 -16.109 -6.63 -3.07 5.75 0.0243
O 6.378 8.837 -15.856 0.79 -0.34 -2.34 0.0690
O 6.069 6.587 -16.604 1.22 2.44 -2.51 0.0500
O 7.261 7.093 -14.976 2.96 0.20 1.70 0.0974
C 2.664 2.527 -15.822 -0.47 -0.42 -0.29 0.0003
C 3.630 3.086 -14.836 0.21 -1.58 0.79 -0.0009
O 4.341 3.997 -15.126 1.04 2.08 -0.95 0.0264
C 3.826 2.421 -13.495 -1.01 -0.06 -0.28 -0.0002
H 2.089 1.705 -15.404 -0.18 0.11 0.05 0.0002
H 3.194 2.120 -16.687 0.21 0.18 0.07 -0.0003
H 2.006 3.305 -16.205 -0.02 0.05 0.07 -0.0002
H 3.894 3.199 -12.741 0.06 0.03 0.17 -0.0001
H 4.751 1.846 -13.474 0.03 -0.04 -0.14 -0.0002
H 2.969 1.767 -13.337 0.24 -0.11 0.46 0.0000
C 6.889 10.418 -10.868 0.05 -0.15 0.27 0.0011
C 7.687 10.574 -12.115 0.72 1.07 2.58 0.0020
O 7.533 9.843 -13.037 -0.98 -1.75 -2.89 0.0284
C 8.793 11.565 -12.143 0.60 0.09 -0.30 0.0010
H 6.197 9.591 -11.018 -0.44 0.31 0.15 0.0008
H 6.471 11.369 -10.532 -0.31 -0.10 -0.16 -0.0001
H 7.535 10.101 -10.042 0.22 0.08 -0.22 0.0000
H 9.683 11.107 -12.580 -0.09 -0.19 0.11 0.0000
H 9.027 11.908 -11.142 -0.02 0.42 -0.03 0.0002
H 8.555 12.362 -12.851 -0.18 0.24 0.33 -0.0001
C 8.016 2.737 -13.547 0.26 -0.13 0.19 -0.0004
C 7.664 2.750 -15.008 1.16 0.20 0.76 -0.0002
O 7.087 3.722 -15.428 -0.84 0.62 -0.82 0.0251
C 8.066 1.624 -15.905 -1.32 -0.32 -0.30 0.0007
H 7.119 2.583 -12.943 -0.01 -0.05 -0.04 -0.0002
H 8.378 3.732 -13.289 -0.05 0.03 0.01 -0.0002
H 8.775 2.004 -13.279 -0.09 -0.12 -0.06 0.0000
H 7.849 0.715 -15.338 0.53 -0.20 -0.25 0.0002
H 9.067 1.655 -16.326 0.31 0.07 0.55 -0.0003
H 7.400 1.642 -16.772 0.01 0.02 0.07 0.0000
O -0.540 6.544 -10.477 -2.42 -1.22 0.99 0.0000
C 0.494 6.963 -10.841 1.14 0.97 -0.91 0.0000
O 1.668 6.652 -10.291 0.94 -0.40 -0.01 0.0000
C 1.732 5.575 -9.349 -0.17 -0.49 0.49 0.0000
C 3.049 5.706 -8.608 -0.75 0.61 0.09 0.0001
C 0.666 7.893 -11.994 1.31 0.16 -0.34 0.0000
H 1.661 4.596 -9.829 0.06 0.18 -0.51 0.0000
H 0.865 5.594 -8.684 0.13 0.35 0.06 0.0000
H 3.122 4.965 -7.814 0.11 -0.11 -0.09 0.0000
H 3.034 6.697 -8.146 0.33 -0.09 0.06 0.0000
H 3.889 5.644 -9.293 0.08 -0.12 -0.01 0.0001
H 0.963 7.301 -12.864 -0.32 -0.07 -0.03 0.0000
H 1.560 8.495 -11.819 -0.18 0.27 0.05 0.0000
H -0.194 8.506 -12.219 -0.22 -0.09 0.12 0.0000
Br 7.126 5.118 -7.156 -0.28 0.01 -0.27 0.0001
C 6.772 5.887 -8.936 -0.43 -0.22 0.66 0.0005
C 7.910 6.740 -9.382 -0.26 0.48 -0.24 0.0004
Br 8.135 8.248 -8.141 0.17 -0.16 -0.06 0.0001
H 5.870 6.489 -8.898 -0.02 0.09 0.42 0.0001
H 6.512 5.032 -9.552 0.55 0.00 -0.38 0.0003
H 7.600 7.217 -10.311 0.22 -0.19 -0.17 0.0003
H 8.861 6.234 -9.456 0.13 -0.05 0.03 0.0000
```
Positions in Å, forces in eV/Å.

Calculated values
DFT total energy   -9168.84381 Ha
Spin multiplicity   9
Highest occupied orbital energy (spin up / spin down)   -0.3000 / -0.2996 Eh
Energy above the lowest of the compared OMol25 structures with the same formula, charge and spin   0.0 kcal/mol
⟨S²⟩   20.017
HOMO-LUMO gap (spin up / spin down)   0.3022 / 0.2945 hartree


Entry 4:
DFT (ωB97M-V with the def2-TZVPD basis set) results for one molecule with the formula C5H7NOS.

The geometry in XYZ format:
```
15
Properties=species:S:1:pos:R:3:forces:R:3:mulliken_charge:R:1
C -1.073 -0.426 -0.367 1.61 -0.34 -0.27 0.3295
C -0.016 -1.446 0.360 -3.00 -1.29 0.80 -0.8725
C 1.951 1.099 0.120 2.34 -0.44 1.70 -0.0283
C 0.632 1.570 -0.095 -2.77 2.55 -0.28 -0.1965
C -0.573 1.039 -0.362 -0.12 -2.30 0.34 -0.3164
H -2.844 -1.270 0.246 1.25 2.36 -0.59 0.3234
H -0.964 -0.833 -1.385 -0.72 0.44 -0.07 0.2369
H -0.311 -2.588 0.262 0.16 2.11 -0.57 0.3103
H -0.161 -1.418 1.461 0.88 0.76 -0.39 0.3893
H 2.750 1.794 0.574 -1.47 -0.47 -1.17 0.2873
H 0.397 2.677 -0.050 1.51 -1.06 -0.02 0.1684
H -1.389 1.729 -0.532 -0.06 0.00 0.07 0.3205
N 2.447 -0.081 0.031 -0.26 -0.46 -0.22 -0.4389
O -2.448 -0.337 0.074 0.24 -2.70 0.47 -0.5531
S 1.601 -1.510 -0.338 0.44 0.85 0.19 0.0400
```
Positions in Å, forces in eV/Å.

Calculated values
DFT total energy   -722.80783 Ha
Highest occupied orbital energy   -0.3146 Eh
SMILES   O[C@H]1C=CC=NSC1
Energy above the lowest of the compared OMol25 structures with the same formula, charge and spin   69.2 kcal/mol
HOMO-LUMO gap   0.3146 hartree


Entry 5:
DFT (ωB97M-V with the def2-TZVPD basis set) results for one molecule with the formula C5H4FNS.

The geometry in XYZ format:
```
12
Properties=species:S:1:pos:R:3:forces:R:3:mulliken_charge:R:1
C -2.182 -0.359 0.136 2.46 -0.04 -2.69 0.3248
C -0.855 -0.758 -0.059 -3.07 0.44 0.94 -0.2811
C 1.675 0.012 0.398 0.83 0.85 0.02 -0.1677
C 2.821 0.384 -0.277 -0.90 -3.78 2.98 -0.5513
C -2.561 1.132 -0.027 -2.93 -0.38 1.52 0.2187
H -0.678 -1.890 -0.158 0.24 2.13 0.09 0.3853
H 1.528 -0.570 1.403 0.95 0.97 -2.19 0.3084
H 3.668 -0.320 0.193 -1.03 2.49 -1.67 0.2075
H 2.759 0.940 -1.229 0.51 -0.48 0.80 0.3131
N -3.237 2.101 0.064 2.51 -2.70 -0.60 -0.4169
F -3.070 -1.325 -0.244 -0.57 1.19 0.81 -0.2248
S 0.133 0.653 -0.201 1.00 -0.69 -0.02 -0.1160
```
Positions in Å, forces in eV/Å.

Calculated values
DFT total energy   -745.58979 Ha
Highest occupied orbital energy   -0.3244 Eh
SMILES   C=CS/C=C(/F)C#N
Energy above the lowest of the compared OMol25 structures with the same formula, charge and spin   91.7 kcal/mol
HOMO-LUMO gap   0.3107 hartree


Entry 6:
DFT (ωB97M-V with the def2-TZVPD basis set) results for C6H18N4O8Sr as an isolated structure.

The geometry in XYZ format:
```
37
Properties=species:S:1:pos:R:3:forces:R:3:mulliken_charge:R:1
Sr 0.581 -0.702 0.406 0.60 0.73 -0.21 1.8085
C 0.878 0.046 -4.086 -0.40 -0.26 0.26 -1.2073
C 0.823 -0.217 -2.593 0.27 -0.19 0.20 0.8670
O -0.310 -0.375 -2.051 -0.27 0.01 -0.08 -0.7881
O 1.885 -0.295 -1.942 0.12 0.00 0.12 -0.7437
H 1.402 -0.778 -4.568 0.17 0.06 -0.03 0.3231
H 1.406 0.977 -4.273 0.02 0.03 -0.13 0.3073
H -0.145 0.066 -4.458 0.11 0.22 -0.18 0.2644
C 4.301 0.756 2.477 -0.06 0.38 0.29 -1.1133
C 2.924 0.331 1.994 0.27 -0.42 -0.71 0.8617
O 2.086 1.195 1.634 -0.16 -0.07 0.16 -0.7056
O 2.753 -0.922 1.846 -0.38 0.29 0.28 -0.8255
H 4.616 0.169 3.339 0.01 -0.16 -0.12 0.3101
H 4.354 1.812 2.747 -0.19 -0.03 -0.09 0.3020
H 4.998 0.589 1.656 0.04 -0.12 0.03 0.2507
C -1.072 2.540 0.272 0.73 0.41 0.23 0.3820
O -0.851 1.346 0.379 -0.34 -0.65 0.00 -0.4693
N -0.134 3.462 0.608 -0.53 0.57 -0.20 -0.3602
N -2.272 2.998 -0.186 -0.24 -0.01 0.03 -0.4001
H 0.778 3.192 0.938 -0.04 -0.46 0.08 0.2248
H -0.366 4.438 0.579 0.15 0.01 0.00 0.1369
H -2.908 2.302 -0.526 0.04 -0.07 0.02 0.2084
H -2.500 3.960 -0.350 0.22 0.05 0.01 0.1693
C -2.760 -1.467 -0.212 0.23 0.16 -0.23 0.5139
O -1.661 -1.797 0.257 -0.76 -0.19 0.19 -0.5961
N -3.930 -1.791 0.437 0.17 0.08 -0.34 -0.4570
N -2.858 -0.804 -1.386 -0.12 -0.26 0.47 -0.2843
H -4.803 -1.417 0.113 -0.02 0.03 0.08 0.1735
H -3.863 -2.050 1.404 0.07 -0.03 0.00 0.2323
H -1.970 -0.578 -1.860 -0.10 0.02 -0.02 0.4046
H -3.753 -0.540 -1.756 0.05 -0.02 -0.07 0.1422
O 0.883 -3.211 0.142 0.13 -0.39 -0.02 -0.4854
H 1.644 -3.696 -0.188 0.07 0.06 0.00 0.2424
H 0.125 -3.796 0.049 -0.12 0.12 -0.05 0.2543
O -0.139 -1.638 2.790 0.18 0.03 0.17 -0.4556
H 0.690 -1.930 3.191 0.10 0.12 -0.05 0.2994
H -0.833 -2.175 3.178 -0.04 -0.04 -0.10 0.2127
```
Positions in Å, forces in eV/Å.

Calculated values
DFT total energy   -1091.39959 Ha
Highest occupied orbital energy   -0.3150 Eh
HOMO-LUMO gap   0.3214 hartree